The following is a DFT calculation (ωB97M-V/def2-TZVPD) of a molecular structure, C36H37CaF3P2.

Computed properties:
- LUMO level (alpha / beta): -0.635 / -0.785 eV
- E: -3053.54286 Eh
- HOMO (alpha / beta): -0.16624 / -0.17290 Ha

Geometry (Å):
Ca1 0.1696 -4.5063 -1.1298
C1 2.7509 -5.7581 -0.6777
C2 3.3395 -4.7615 -1.3547
C3 3.8208 -4.9117 -2.7629
C4 2.7436 -5.4094 -3.7462
C5 1.3170 -5.0641 -3.4166
C6 0.5335 -5.9311 -2.7217
C7 0.9942 -7.1477 -1.9631
C8 2.3804 -7.0869 -1.2673
C9 -0.8364 -0.0704 -0.8684
H1 2.7723 -5.7684 0.4074
H2 3.7014 -3.8869 -0.8250
H3 4.6642 -5.6233 -2.7876
H4 4.2429 -3.9557 -3.1223
H5 2.9696 -4.9492 -4.7159
H6 2.8545 -6.4967 -3.8996
H7 0.8679 -4.2865 -4.0475
H8 -0.5752 -5.8098 -2.7063
H9 0.9966 -7.9410 -2.7252
H10 0.2356 -7.4750 -1.2263
H11 2.3658 -7.8395 -0.4444
H12 3.1582 -7.4017 -1.9919
H13 -1.1087 -0.5635 0.0938
H14 -1.5959 0.7246 -1.1127
H15 0.1893 0.3425 -0.7282
P1 2.2190 -1.3296 -0.0679
P2 -0.9060 -1.2916 -2.1848
C10 1.8959 -2.0125 -1.7644
C11 0.6930 -2.0469 -2.4402
C12 3.8395 -0.5395 -0.3294
C13 4.8997 -0.9953 -1.1293
C14 6.0707 -0.2407 -1.2273
C15 6.1974 0.9747 -0.5535
C16 5.1445 1.4276 0.2438
C17 3.9798 0.6773 0.3623
C18 2.5650 -2.7269 1.0472
C19 1.5932 -3.7215 1.3472
C20 1.4351 -4.1731 2.6638
C21 2.5262 -4.0330 3.5311
C22 3.6967 -3.4062 3.0894
C23 3.7132 -2.7608 1.8548
C24 -1.3843 -0.4612 -3.7157
C25 -0.5777 0.5964 -4.1815
C26 -0.9664 1.3274 -5.3075
C27 -2.1294 0.9875 -6.0095
C28 -2.8721 -0.1212 -5.5937
C29 -2.5026 -0.8471 -4.4648
C30 -2.0940 -2.5389 -1.7533
C31 -3.0608 -2.2788 -0.7753
C32 -3.8253 -3.3351 -0.2846
C33 -3.6993 -4.6158 -0.8209
C34 -2.8203 -4.8378 -1.8890
C35 -2.0697 -3.7779 -2.4160
H16 2.8026 -2.2554 -2.3426
H17 0.7657 -2.3895 -3.4774
H18 4.8295 -1.9369 -1.6689
H19 6.8996 -0.6023 -1.8402
H20 7.1115 1.5768 -0.6538
H21 5.2319 2.3778 0.7735
H22 3.1557 1.0265 0.9967
H23 1.2305 -4.4187 0.5587
H24 0.5229 -4.7021 2.9603
H25 2.4763 -4.4476 4.5382
H26 4.5917 -3.4163 3.7123
H27 4.6191 -2.2814 1.5086
H28 0.3519 0.8561 -3.6665
H29 -0.3726 2.1829 -5.6382
H30 -2.4608 1.5995 -6.8634
H31 -3.7638 -0.3956 -6.1549
H32 -3.0963 -1.7070 -4.1724
H33 -3.2114 -1.2804 -0.3702
H34 -4.5268 -3.1592 0.5400
H35 -4.3297 -5.4348 -0.4403
H36 -2.7664 -5.8288 -2.3301
H37 -1.3974 -3.9252 -3.2654
F1 -0.7969 0.3585 2.7998
C36 0.4080 0.2123 2.2224
F2 0.8321 1.4611 1.8403
F3 1.2803 -0.2542 3.1732

These are the Mulliken partial charges, in e, on atoms 1 to 5:
1 Ca 1.5703
2 C -0.7926
3 C 0.5410
4 C -1.0686
5 C -1.5252